[1]
67
Properties=species:S:1:pos:R:3:forces:R:3:lowdin_charge:R:1 method="wB97M-V/def2-TZVPD" lumo_ev="3.60 / 3.51" mol_weight_g_mol=826.1 total_charge=-2 e_above_lowest_kj_mol=305.8
Tl -1.9201 -1.6100 0.4675 0.6 -2.7 -0.2 0.487
O 0.4078 1.2741 2.6920 0.0 -0.4 0.1 -0.057
N 1.6615 0.7044 2.6638 0.8 2.7 0.4 -0.189
C 2.4582 0.9616 3.6766 0.0 -0.6 -0.3 -0.090
C 3.7814 0.4099 3.5453 -0.5 -0.6 -1.7 -0.220
C 4.8894 0.6343 4.3696 0.2 -0.3 0.1 -0.078
C 6.0938 -0.0013 4.0870 -1.2 0.2 -0.2 -0.123
C 6.1046 -0.9905 3.0836 1.7 -0.3 0.0 -0.132
C 5.0586 -1.2221 2.2185 0.3 -0.9 0.2 -0.110
C 3.9063 -0.4550 2.3466 -0.7 1.6 0.6 -0.267
P 2.6117 -0.2886 1.1220 -0.5 -2.2 0.6 1.094
C 2.7897 1.1048 -0.0433 -0.3 -0.5 0.3 -0.319
C 3.7280 2.1391 0.1237 -0.1 -0.7 0.8 -0.077
C 3.4291 3.3908 -0.4013 2.0 -0.2 0.9 -0.127
C 2.3138 3.5882 -1.1374 -1.5 0.6 -1.3 -0.117
C 1.4640 2.5241 -1.4549 0.4 -0.9 -0.4 -0.069
C 1.7247 1.2336 -0.9603 -0.3 1.2 0.1 -0.062
C 2.7211 -1.8393 0.1491 1.3 1.3 -0.3 -0.354
C 3.5489 -1.8940 -0.9912 -1.6 -1.0 0.9 -0.097
C 3.6261 -3.1172 -1.6074 0.5 -0.3 -0.5 -0.114
C 2.8227 -4.1809 -1.2135 0.3 -1.0 -0.9 -0.092
C 1.8918 -4.0449 -0.1926 0.8 0.1 -0.5 -0.080
C 1.9369 -2.9020 0.5853 0.1 0.2 -0.5 -0.103
H -0.1936 0.8303 2.0193 0.3 0.1 0.3 0.025
H 2.1416 1.5418 4.5369 -0.2 -0.2 0.1 0.123
H 4.7941 1.2522 5.2641 0.0 0.1 -0.3 0.102
H 6.9770 0.2868 4.6328 0.2 -0.3 0.2 0.081
H 7.0488 -1.5605 2.9632 -0.7 0.3 0.0 0.097
H 5.1320 -2.0716 1.5167 -0.1 0.8 0.1 0.112
H 4.6649 1.9727 0.7184 -1.2 0.2 -0.4 0.122
H 4.1473 4.1814 -0.1803 -0.3 0.1 -0.3 0.101
H 2.1067 4.5765 -1.5648 0.0 -0.4 0.3 0.104
H 0.6394 2.6697 -2.1478 0.0 0.0 0.2 0.103
H 1.0553 0.3952 -1.2297 0.4 0.5 0.4 0.120
H 3.9844 -1.0220 -1.4255 0.5 0.5 0.1 0.093
H 4.3136 -3.2221 -2.4349 0.0 -0.2 -0.2 0.092
H 2.9446 -5.1349 -1.7871 -0.5 0.9 0.6 0.112
H 1.1247 -4.7709 -0.0881 -0.4 -0.7 0.5 0.101
H 1.3290 -2.8252 1.4776 -0.2 0.3 -0.1 0.094
S -1.1603 -2.3956 -2.1542 1.2 0.4 0.1 0.392
C -2.7133 -2.8909 -2.6087 -2.5 -0.9 -0.5 -0.780
C -3.1579 -2.5753 -3.9434 -0.7 -0.9 1.9 -0.087
C -4.4491 -2.9018 -4.4132 1.3 0.6 0.6 -0.220
C -4.7397 -2.5189 -5.7528 -0.6 -0.6 0.1 -0.218
N -4.9901 -2.3047 -6.8550 0.0 0.3 -0.3 0.116
C -5.3416 -3.5489 -3.5408 0.7 -0.2 0.0 -0.246
C -4.9315 -3.9287 -2.2749 1.0 0.1 1.8 -0.108
C -3.6642 -3.6239 -1.7079 0.4 0.7 -1.5 -0.750
S -3.3448 -4.0770 -0.0486 -0.4 -0.3 -0.8 0.313
C -6.6104 -4.0175 -3.9104 -2.0 -0.7 -1.0 -0.222
N -7.6437 -4.4690 -4.1911 0.9 0.5 0.3 0.116
H -2.4656 -2.0317 -4.5531 0.2 0.1 -0.4 0.080
H -5.5933 -4.4456 -1.5547 0.1 0.3 -0.9 0.098
N -6.5743 6.7920 -0.0880 0.5 -0.6 0.4 0.121
C -5.8786 5.9428 0.2862 -1.4 1.2 -0.5 -0.223
C -5.0292 4.8862 0.6586 0.3 -0.9 0.6 -0.256
C -5.3059 4.0182 1.7358 1.9 -0.4 -1.6 -0.008
C -4.4239 2.9454 1.9782 -2.1 0.8 1.4 -0.023
C -3.3831 2.7264 1.1255 1.8 0.0 -0.8 -0.284
C -3.0241 3.6917 0.1692 0.6 -0.5 -0.1 -0.037
C -3.8569 4.7161 -0.0907 0.1 1.3 -0.6 -0.054
C -2.5535 1.6004 1.1642 0.6 -3.3 0.7 -0.161
C -2.0091 0.4668 1.2708 0.0 5.4 1.0 -0.306
H -6.2114 4.1056 2.2475 -1.1 0.3 1.0 0.089
H -4.5771 2.3149 2.8735 0.0 0.2 -0.9 0.129
H -2.0567 3.5859 -0.3370 -0.6 -0.1 0.0 0.124
H -3.5707 5.4186 -0.8845 -0.4 -0.1 0.4 0.123

=====

[2]
10
Properties=species:S:1:pos:R:3:forces:R:3:nbo_charge:R:1 method="wB97M-V/def2-TZVPD" lumo_ev="-0.63 / -0.32" mol_weight_g_mol=137.0 total_charge=0 e_above_lowest_kj_mol=432.0
C -0.7167 -1.3844 0.5889 1.3 1.6 0.0 -0.334
C -0.7105 -0.0407 0.3680 1.4 0.3 0.0 -0.354
C 0.4891 0.6142 0.1783 1.0 -0.2 -0.5 0.276
O 0.6106 1.9464 0.2967 -0.1 -0.2 0.2 -0.682
Br 2.0974 -0.4286 -0.1913 -0.2 0.8 0.4 -0.013
H -1.5814 -1.8803 0.5660 -3.3 -1.9 0.1 0.182
H 0.1655 -1.9588 0.7632 0.4 0.0 0.0 0.203
H -1.4973 0.6969 0.2579 -0.7 -0.7 0.3 0.240
H 0.2423 0.1010 -2.2987 -0.1 0.1 -0.1 -0.010
H 0.9010 2.3343 -0.5291 0.4 0.2 -0.3 0.492

=====

[3]
21
Properties=species:S:1:pos:R:3:forces:R:3:nbo_charge:R:1 method="wB97M-V/def2-TZVPD" lumo_ev=3.86 mol_weight_g_mol=104.2 total_charge=-1 e_above_lowest_kj_mol=82.1
C -1.1112 -1.6175 1.7339 0.6 -0.2 -0.3 -0.011
O 0.0838 -1.7438 1.1138 -0.1 0.0 0.1 -0.972
C -1.2069 -0.3489 2.5944 -0.1 0.3 0.0 -0.639
H -1.3396 -2.4817 2.4129 -0.2 0.0 0.1 0.066
H -1.9791 -1.5891 1.0187 -0.1 0.1 0.1 0.060
H -2.1956 -0.2299 3.0606 0.0 0.0 0.1 0.159
H -1.0163 0.5321 1.9708 -0.1 0.0 -0.1 0.176
H -0.4254 -0.3533 3.3586 0.0 -0.1 0.1 0.182
C 1.7229 -0.9664 -1.5220 0.2 0.3 0.2 -0.614
C 0.5870 0.0027 -1.2499 0.3 0.0 -0.1 -0.248
N 0.8292 1.3681 -1.7732 -0.4 -0.2 0.1 -0.630
C -0.0064 2.3224 -1.0438 0.2 -0.3 0.3 -0.412
H 1.5055 -1.8981 -1.0001 -0.2 -0.1 -0.1 0.256
H 2.6369 -0.5710 -1.0695 0.0 0.0 -0.1 0.192
H 1.9043 -1.1192 -2.5906 0.0 -0.1 0.0 0.166
H 0.4865 0.0441 -0.1669 -0.2 -0.1 0.0 0.254
H -0.3405 -0.4213 -1.6573 -0.1 0.1 0.2 0.155
H 0.4948 1.3800 -2.7325 0.3 0.0 -0.1 0.326
H 0.1938 3.3380 -1.3887 -0.2 0.0 -0.1 0.175
H -1.0761 2.0718 -1.0861 -0.1 0.2 -0.1 0.159
H 0.2526 2.2810 0.0169 0.1 0.0 -0.1 0.197

=====

[4]
20
Properties=species:S:1:pos:R:3:forces:R:3:nbo_charge:R:1 method="wB97M-V/def2-TZVPD" lumo_ev=0.94 mol_weight_g_mol=119.2 total_charge=0 e_above_lowest_kj_mol=164.0 smiles=CN[C@@H](C)CCS
C 2.0945 -0.1577 -0.0314 0.2 -1.0 -2.0 -0.448
N 1.0893 0.9353 0.1928 1.3 -2.3 3.2 -0.598
C -0.1245 0.3346 0.8015 -0.9 -0.7 0.3 -0.070
C -0.7378 1.4040 1.6480 -1.0 0.5 2.3 -0.615
C -1.1317 -0.0719 -0.2365 -1.2 -0.3 0.0 -0.425
C -0.5996 -0.9611 -1.3179 0.1 -0.9 -1.0 -0.496
S -1.8922 -1.4937 -2.5040 -0.6 0.9 0.5 -0.051
H 2.3423 -0.8650 0.8927 -0.4 1.8 -1.8 0.184
H 1.7008 -0.8467 -0.8840 1.2 1.1 1.7 0.192
H 2.9463 0.4589 -0.4671 -0.4 -1.5 0.8 0.213
H 1.5885 1.2639 1.0645 -1.0 0.8 -1.2 0.345
H -0.0414 -0.6057 1.4787 0.9 1.3 -0.9 0.169
H 0.0230 1.5857 2.4632 -1.4 -0.4 0.1 0.202
H -0.7369 2.3851 1.2169 -0.1 0.4 -1.1 0.218
H -1.8661 1.2412 1.9604 2.5 -0.1 -0.1 0.222
H -1.9478 -0.6415 0.2783 0.4 0.7 -0.3 0.212
H -1.5494 0.8766 -0.6254 0.0 -0.6 -0.3 0.213
H 0.1913 -0.4910 -1.8574 0.2 0.7 -0.6 0.208
H -0.1284 -1.8867 -0.9969 -0.3 -0.1 0.7 0.209
H -1.2202 -2.4642 -3.0764 0.5 -0.5 -0.3 0.115

=====

[5]
23
Properties=species:S:1:pos:R:3:forces:R:3:nbo_charge:R:1 method="wB97M-V/def2-TZVPD" lumo_ev="-0.07 / 0.68" mol_weight_g_mol=168.1 total_charge=0 e_above_lowest_kj_mol=173.0
C 1.8162 -1.4670 -0.0101 -0.2 0.6 -2.6 -0.693
C 1.0950 0.5444 -1.5440 -0.3 -3.6 0.4 -0.687
C 1.5709 0.8643 0.9300 -4.3 0.3 -0.1 -0.685
C -1.2973 -0.8981 0.4846 1.8 -1.7 -1.2 -0.921
C 1.1941 -0.0711 -0.1317 -1.2 -1.0 -0.7 0.218
P -2.1199 -1.4053 -1.1000 0.3 0.1 0.6 0.305
P -2.4265 2.0710 0.5925 0.5 -0.9 -2.5 0.007
P -2.3517 0.0521 1.5047 0.3 0.5 1.5 0.352
H 1.2859 -2.2732 -0.5546 -0.1 0.6 0.0 0.219
H 2.7423 -1.3152 -0.5959 0.2 -0.5 0.2 0.211
H 2.0874 -1.9146 0.9204 -0.1 0.5 1.1 0.222
H 0.4194 -0.1432 -2.1235 0.5 0.7 0.2 0.220
H 2.0747 0.4631 -2.0447 -0.1 0.3 0.1 0.209
H 0.6901 1.5166 -1.5857 -0.3 1.2 0.2 0.226
H 0.6529 1.4552 1.2988 1.6 -0.4 -0.6 0.225
H 1.9398 0.2951 1.6818 1.0 -1.4 2.8 0.206
H 2.3324 1.4208 0.5506 2.1 2.4 -0.8 0.211
H -0.7408 -1.7325 1.0031 -0.8 1.0 -0.5 0.241
H -1.1084 -2.1258 -1.8113 0.0 0.3 0.4 -0.017
H -1.8698 -0.1693 -1.7288 -0.1 0.1 -0.3 -0.028
H -3.7371 1.8928 0.0095 0.5 0.1 0.3 0.001
H -2.8952 2.5027 1.7508 -1.0 1.0 2.1 -0.021
H -1.3543 0.4373 2.5034 -0.6 -0.1 -0.5 -0.018

=====

[6]
15
Properties=species:S:1:pos:R:3:forces:R:3:nbo_charge:R:1 method="wB97M-V/def2-TZVPD" lumo_ev=0.06 mol_weight_g_mol=90.1 total_charge=0 e_above_lowest_kj_mol=157.3 smiles=O.O.O.O.O
O 0.5144 -0.5833 0.9649 -0.2 0.0 -0.1 -0.929
H 1.3626 -0.2264 0.6783 0.0 0.3 0.0 0.474
H 0.2505 -1.1675 0.2451 -0.3 0.1 0.2 0.455
O -1.9276 2.4468 0.2574 0.0 -0.1 -0.2 -0.937
H -2.0370 1.4904 0.3045 0.0 0.0 0.1 0.474
H -2.2304 2.6741 -0.6290 0.0 0.1 0.1 0.463
O -4.1454 -1.4134 -0.2919 0.2 0.0 -0.2 -0.933
H -4.0931 -0.9524 -1.1367 -0.1 0.0 0.1 0.465
H -3.5398 -2.1565 -0.3923 -0.1 0.0 0.1 0.467
O 2.8563 1.4127 -0.4958 -0.3 -0.1 0.1 -0.937
H 2.4910 1.7729 0.3202 0.1 0.2 0.0 0.469
H 2.2656 1.7418 -1.1826 0.1 0.0 0.0 0.472
O 2.7985 -1.8403 -0.2461 0.0 -0.1 -0.1 -0.919
H 1.8988 -1.5484 -0.4313 0.5 -0.3 -0.1 0.445
H 2.8625 -1.8077 0.7151 0.0 -0.1 -0.1 0.470

=====

no.,electronic energy (a.u.)
1,-2989.316917
2,-2766.371501
3,-328.862497
4,-651.181494
5,-1223.372746
6,-382.164247